[1]
C14H17N3O3Ti | ωB97M-V/def2-TZVPD

Properties
LUMO energy	-0.6642	Eh
orbital gap	4.959	eV
ΔE to the lowest compared entry with this formula, charge and spin	0.0	kcal per mole
molecular weight	323.2	g/mol
total charge	+4

CARTESIAN COORDINATES (ANGSTROEM)
N: 0.42092 1.76399 0.36260
C: 0.35959 2.90931 0.56485
C: 0.34626 4.32706 0.75938
H: -0.68970 4.69556 0.72276
H: 0.91475 4.81008 -0.04970
H: 0.79631 4.58526 1.72761
N: 1.70130 -1.10501 -0.04258
C: 2.67241 -1.74180 0.01771
C: 3.86561 -2.52408 0.05711
H: 4.58802 -2.10554 -0.66364
H: 3.62767 -3.56071 -0.23547
H: 4.30582 -2.51302 1.06863
N: -1.44248 -1.10086 0.35839
C: -2.51467 -1.50751 0.56474
C: -3.81881 -2.06293 0.76139
H: -3.78711 -2.84497 1.53294
H: -4.17280 -2.50199 -0.18433
H: -4.52052 -1.27040 1.05872
Ti: 0.03347 -0.02186 -0.68869
C: 0.33513 -1.91612 2.70688
O: 0.09223 -2.87359 3.27613
C: 1.88750 0.47212 2.71489
O: 2.65414 1.10090 3.27715
C: 0.54258 1.31220 -2.41412
C: -0.83646 1.37657 -2.18311
C: -1.59720 0.20011 -2.18401
C: -0.97545 -1.03118 -2.41562
C: 0.41153 -1.10001 -2.58721
C: 1.17122 0.07891 -2.58612
H: 1.13028 2.23120 -2.40813
H: -1.31431 2.33534 -1.98525
H: -2.66839 0.24341 -1.98475
H: -1.57145 -1.94424 -2.41176
H: 0.90441 -2.06629 -2.67062
H: 2.25646 0.02240 -2.67201
O: -1.63181 1.06006 2.55290
H: -2.15324 0.49105 3.14637
H: -1.32320 1.77659 3.13598

Atomic forces in eV per Å
-0.647 -0.610 -1.170
0.309 -0.237 -0.064
-0.107 0.170 0.062
0.072 -0.057 0.115
0.025 -0.087 0.127
-0.023 -0.028 -0.024
-0.844 0.540 -1.004
-0.081 0.057 0.045
0.235 -0.127 0.090
-0.077 -0.062 0.156
0.037 0.139 0.111
-0.115 0.000 -0.167
0.247 0.812 -1.140
0.384 -0.154 -0.089
-0.205 0.041 0.055
0.021 0.063 0.004
0.098 -0.003 0.129
0.080 -0.066 0.091
1.369 -0.894 9.033
-0.799 -2.563 1.156
0.536 2.052 -1.056
1.981 1.783 1.130
-1.619 -1.338 -1.029
0.477 0.971 -0.983
-0.801 0.657 -1.027
-1.005 0.493 -1.012
-0.483 -0.862 -1.014
0.048 -0.649 -1.124
0.813 0.027 -1.174
-0.036 -0.184 0.008
0.031 -0.120 -0.036
0.156 0.021 -0.050
0.137 0.098 0.015
-0.058 0.060 -0.089
-0.145 0.054 -0.073
0.064 -0.019 0.203
0.213 0.395 -0.097
-0.288 -0.372 -0.104



[2]
C3H12NO3 | ωB97M-V/def2-TZVPD

Properties
LUMO energy (alpha / beta)	-0.3746 / -0.5147	Eh
orbital gap (alpha / beta)	8.721 / 4.908	eV
ΔE to the lowest compared entry with this formula, charge and spin	0.0	kcal per mole
multiplicity	2
molecular weight	110.1	g/mol
total charge	+2

CARTESIAN COORDINATES (ANGSTROEM)
C: 0.32737 0.10456 0.44743
C: 1.36048 1.25681 0.45297
C: 1.96452 1.19197 -0.97702
O: 1.50399 1.20868 -2.05312
N: -0.17942 -0.12822 1.84022
H: 0.67752 -0.85536 0.04711
H: -0.50972 0.24714 -0.23329
H: 2.21543 1.27289 1.13340
H: 0.90081 2.22631 0.67940
H: 3.09226 0.98331 -0.86786
H: -1.07573 -0.66349 1.85848
H: -0.36776 0.74181 2.34833
H: 0.59197 -0.54228 2.37729
H: -1.14212 -1.37304 -3.24492
H: -0.60992 -0.35684 -2.31993
O: -1.12276 -1.18738 -2.30918
H: -3.22412 -1.47903 0.70381
H: -2.11324 -1.38580 -0.41585
O: -2.28956 -1.26204 0.53271

Atomic forces in eV per Å
-0.336 -0.752 0.155
-0.484 0.204 -0.291
1.390 0.168 1.108
-0.418 0.128 -0.275
0.804 0.684 0.345
0.556 0.091 0.549
-0.235 0.888 0.396
-0.107 -0.905 0.056
-0.241 0.122 -0.804
-0.324 0.180 -0.559
0.170 -0.469 -0.623
-0.227 0.190 -0.238
-0.546 -0.568 0.138
-0.393 -0.635 -0.645
-0.526 -0.461 -0.047
0.841 1.151 0.723
0.483 0.039 -0.265
-0.392 -0.228 0.076
-0.016 0.173 0.200